# 1
Entry from the Open Molecules 2025 dataset: a molecular structure, C34H39BFN7PdS5 at a distorted geometry (ωB97M-V/def2-TZVPD).

ORCA input file:
```
! wB97M-V def2-TZVPD RIJCOSX def2/J DEFGRID3
* xyz -2 1
Pd -0.346 0.132 0.391
S 0.720 -8.043 0.535
S 0.010 0.304 2.991
S 4.381 0.703 0.594
S 0.761 -5.093 0.582
S 0.137 -2.403 -0.754
F -6.402 -0.130 0.101
N -0.376 -4.885 -1.673
N 1.253 -2.141 3.009
N 3.107 1.987 2.686
N -0.222 -6.254 -1.379
N -0.501 2.083 -0.737
N 2.663 -0.508 3.334
N 3.244 3.204 0.890
C -0.138 1.602 -2.093
C -0.770 4.830 1.706
C -0.723 -7.132 -2.417
C -2.958 -1.241 0.249
C 1.053 0.647 -1.914
C -1.764 -7.336 -4.595
C -0.267 5.815 -0.424
C 3.571 1.971 1.412
C 3.542 3.655 -0.454
C 0.363 -6.571 -0.198
C -0.545 5.976 0.925
C -1.728 -8.722 -4.510
C 0.226 2.620 -3.178
C -1.190 -9.300 -3.375
C 2.514 -2.716 3.158
C -2.319 -0.069 0.602
C -4.346 -1.273 0.090
C 1.355 -0.783 3.122
C 2.626 3.990 1.858
C -0.005 -2.848 2.818
C -1.339 0.799 -2.636
C -1.271 -6.545 -3.567
C -0.689 -8.523 -2.330
C -4.450 1.072 0.642
C -0.712 3.578 1.134
C -0.005 7.027 -1.292
C 0.107 -4.111 -0.736
C 3.372 -1.701 3.351
C 2.550 3.234 2.961
C -0.221 4.549 -1.008
C -1.067 4.947 3.185
C -3.066 1.086 0.801
C -5.058 -0.111 0.279
C -0.451 3.349 -0.256
B 3.283 0.879 3.771
H 4.169 2.904 -0.920
H -0.689 -2.604 3.628
H 0.471 2.068 -4.093
H 2.680 1.255 4.764
H -1.454 -0.143 -2.103
H -0.583 6.969 1.367
H 2.678 -3.780 3.065
H -2.117 -9.337 -5.315
H 1.030 7.039 -1.648
H 2.252 4.984 1.646
H -2.044 4.517 3.420
H -0.328 4.389 3.771
H -5.043 1.971 0.778
H -0.653 7.027 -2.173
H -1.149 -10.380 -3.284
H -2.256 1.379 -2.503
H -1.302 -5.469 -3.631
H -0.277 -8.996 -1.458
H 1.014 0.201 -0.916
H -0.614 3.282 -3.399
H -2.578 2.012 1.078
H -0.018 4.507 -2.065
H 1.099 3.219 -2.908
H -0.181 7.954 -0.738
H 4.447 -1.699 3.450
H -2.179 -6.856 -5.473
H -4.858 -2.188 -0.190
H 0.197 -3.916 2.803
H -0.831 2.708 1.759
H 1.031 -0.159 -2.650
H 4.071 4.610 -0.418
H -0.463 -2.549 1.889
H 2.624 3.779 -1.028
H 2.024 1.149 -1.959
H 4.473 0.693 3.986
H -1.209 0.567 -3.702
H 2.109 3.444 3.924
H -2.390 -2.145 0.082
H -1.060 5.990 3.512
*
```

The calculation puts the LUMO energy (alpha / beta) at 3.9 / 3.9 eV. As for the orbital gap (alpha / beta): 0.21001 / 0.20998 hartree. For the energy, the calculation gives -3945.943531 Eh.

# 2
Entry from the Open Molecules 2025 dataset: a single C4H6N2S molecule at a distorted geometry (ωB97M-V/def2-TZVPD).

ORCA input file:
```
! wB97M-V def2-TZVPD RIJCOSX def2/J DEFGRID3
* xyz 0 1
S -0.975 0.368 -0.556
N -1.584 0.832 0.805
N 1.885 -0.665 0.263
C 1.738 0.593 0.074
C -0.025 -1.077 -0.252
C -0.469 -2.277 -0.307
C 0.584 1.335 -0.590
H 0.290 2.324 -0.086
H 2.472 1.218 0.458
H 1.050 1.428 -1.564
H 0.190 -3.067 -0.394
H -1.505 -2.452 -0.743
H -2.518 0.345 0.818
*
```

The calculation puts the energy relative to the best compared isomer or geometry (same formula, charge and spin) at 577.1 kJ/mol. The calculation puts the LUMO energy at 0.5 eV. As for the orbital gap: 0.33153 hartree. For the energy, the calculation gives -663.508710 Eh.

# 3
Entry from the Open Molecules 2025 dataset: 2 unconnected molecules or ions with the total composition C2HF3I2 at a distorted geometry (ωB97M-V/def2-TZVPD).

ORCA input file:
```
! wB97M-V def2-TZVPD RIJCOSX def2/J DEFGRID3
* xyz 0 1
I 1.177 -2.313 -1.796
I -0.770 2.019 1.796
F 1.439 0.199 0.817
F 0.586 1.293 -0.918
F -1.595 -0.139 -0.882
C 0.384 0.617 0.203
C -0.637 -0.419 0.002
H -0.583 -1.257 0.778
*
```

The calculation puts the energy relative to the best compared isomer or geometry (same formula, charge and spin) at 199.3 kJ/mol. The calculation puts the LUMO energy (alpha / beta) at -2.2 / -3.1 eV. As for the orbital gap (alpha / beta): 0.28570 / 0.22791 hartree. For the energy, the calculation gives -971.692107 Eh.

# 4
Entry from the Open Molecules 2025 dataset: a molecular structure, C43H44Cl2FN6O8PSr at a distorted geometry (ωB97M-V/def2-TZVPD).

ORCA input file:
```
! wB97M-V def2-TZVPD RIJCOSX def2/J DEFGRID3
* xyz -2 1
Sr -1.028 0.372 -0.151
Cl -3.421 -1.054 -4.227
Cl -0.636 -1.280 -5.355
P 2.030 2.620 -3.984
F 3.497 0.512 5.023
O 2.902 1.339 -3.501
O -1.410 1.288 -2.586
O -5.378 -0.748 0.745
O -1.842 5.044 0.357
O 3.125 3.815 -3.819
O 0.174 -2.626 2.023
O -0.833 -0.905 -2.230
O 2.015 2.410 -5.591
N 0.332 -3.863 3.986
N -2.145 -1.948 0.042
N -2.144 2.756 0.296
N -3.414 0.371 1.014
N 0.510 2.496 -0.283
N 1.068 -4.979 4.384
C 0.681 1.009 2.846
C 1.531 1.183 3.908
C 0.052 3.678 0.188
C -1.417 3.884 0.262
C -2.736 -2.008 4.882
C 0.718 -3.550 2.674
C -2.145 -3.867 -1.347
C 3.275 -0.180 2.754
C 1.942 -5.358 3.338
C 2.275 4.588 -0.046
C -1.795 -0.252 -4.385
C -0.938 -3.614 4.475
C 3.931 -0.551 -4.688
C -1.484 -2.897 -0.652
C 1.458 -5.205 5.757
C 2.775 0.537 3.838
C -4.016 1.565 1.222
C -5.245 1.748 1.894
C 2.702 -6.599 3.487
C -1.510 -2.290 4.292
C -3.435 2.763 0.639
C 4.537 3.931 -4.150
C -3.544 -3.912 -1.186
C 1.796 2.326 -0.597
C -4.238 3.897 0.425
C 1.137 0.241 1.748
C -1.335 0.068 -2.985
C 0.960 4.768 0.316
C -5.531 3.939 0.991
C 4.772 5.320 -4.640
C 1.398 3.287 -6.528
C 1.782 -4.434 2.297
C 2.620 -0.001 -4.070
C -1.793 -4.630 4.992
C -2.996 -4.287 5.519
C -5.987 2.901 1.784
C -4.234 -2.926 -0.508
C -3.461 -1.882 0.060
C 2.731 3.355 -0.567
C -0.109 3.447 -6.257
C 2.405 -0.359 1.663
C -3.464 -2.985 5.540
C -4.162 -0.723 0.664
H 5.153 3.694 -3.251
H 2.991 5.371 0.049
H 2.663 -0.951 0.777
H -4.412 -2.794 6.013
H 1.860 0.052 -4.854
H 0.731 -4.718 6.413
H 2.276 -0.680 -3.300
H -1.965 0.666 -4.949
H -3.111 -0.996 4.784
H 3.180 -6.916 2.580
H 4.106 0.195 -5.519
H 0.647 5.729 0.807
H -6.198 4.785 0.789
H 1.885 4.295 -6.519
H -4.133 -4.665 -1.625
H -0.542 4.419 -6.610
H -1.442 -5.651 4.983
H 4.323 -0.510 2.691
H 2.043 1.355 -1.029
H 4.789 3.256 -4.947
H -5.736 0.899 2.429
H -6.983 2.901 2.251
H 2.331 -4.427 1.359
H -0.372 -2.865 -0.562
H 5.830 5.478 -4.851
H 2.482 -4.838 6.015
H -0.932 -1.499 3.788
H 4.228 5.484 -5.606
H -5.305 -2.825 -0.448
H 4.732 -0.595 -3.964
H 1.574 2.902 -7.530
H -0.271 3.351 -5.185
H -3.588 -5.062 5.977
H -0.309 1.496 2.865
H -0.697 2.637 -6.713
H 4.436 6.017 -3.882
H 3.795 -1.535 -5.148
H 3.509 -6.469 4.215
H 1.262 1.827 4.773
H 3.767 3.203 -0.809
H -3.753 4.712 -0.090
H 2.015 -7.366 3.868
H 1.474 -6.302 5.928
H -1.639 -4.603 -1.956
*
```

The calculation puts the energy relative to the best compared isomer or geometry (same formula, charge and spin) at 161.3 kJ/mol. The calculation puts the LUMO energy at 3.5 eV. As for the orbital gap: 0.15718 hartree. For the energy, the calculation gives -3987.854933 Eh.

Look up the energy of the third one. -971.692107 Eh

The lowest energy belongs to which entry? C43H44Cl2FN6O8PSr